# 1
C8H11N3O3 | the ωB97M-V functional and the def2-TZVPD basis

CARTESIAN COORDINATES (ANGSTROEM)
C1 0.664 2.186 0.644
C2 1.544 1.211 0.603
C3 -0.889 -1.202 0.474
C4 -2.068 0.583 -0.561
C5 -0.809 2.043 0.792
C6 1.283 -0.285 0.643
C7 1.050 -1.041 -0.691
C8 1.985 -1.201 -1.825
N1 -1.534 1.657 -0.401
N2 -0.118 -1.378 -0.754
N3 -1.134 -2.392 1.262
O1 -2.719 0.143 -1.606
O2 -2.109 -0.494 0.338
O3 0.038 -0.449 1.280
H1 1.154 3.189 0.608
H2 2.545 1.484 0.476
H3 -1.127 1.225 1.440
H4 -1.139 3.058 1.144
H5 2.061 -0.890 1.259
H6 2.010 -2.241 -2.146
H7 3.042 -0.868 -1.588
H8 1.702 -0.511 -2.636
H9 -2.672 0.787 -2.358
H10 -0.595 -2.263 2.161
H11 -2.165 -2.351 1.440

Calculated values
F_max = 5.42 eV/Å
SMILES = CC1=N[C@]2(N)O/C(O)=N\C/C=C\[C@H]1O2
Molar mass = 197.19 g mol⁻¹
HOMO level = -9.37 eV
DFT total energy = -701.36093 Ha
LUMO level = 0.80 eV

So, what does the Löwdin scheme give us? The charges, in e, come out as: number 1, C, carries -0.07; number 2, C, carries -0.04; number 3, C, carries -0.55; number 4, C, carries -0.53; number 5, C, carries -0.19; number 6, C, carries -0.22; number 7, C, carries -0.30; number 8, C, carries -0.01; number 9, N, carries 0.14; number 10, N, carries 0.22; number 11, N, carries 0.13; number 12, O, carries 0.14; number 13, O, carries 0.06; number 14, O, carries -0.08; number 15, H, carries 0.12; number 16, H, carries 0.08; number 17, H, carries 0.11; number 18, H, carries 0.13; number 19, H, carries 0.18; number 20, H, carries 0.08; number 21, H, carries 0.10; number 22, H, carries 0.09; number 23, H, carries 0.15; number 24, H, carries 0.12; number 25, H, carries 0.11

# 2
C8H11N4 | the ωB97M-V functional and the def2-TZVPD basis

CARTESIAN COORDINATES (ANGSTROEM)
C1 -2.914 -1.193 0.127
C2 -3.209 0.120 -0.208
C3 -1.607 -1.548 0.456
C4 -2.227 1.087 -0.254
C5 -0.636 -0.606 0.276
C6 -0.899 0.711 0.002
C7 1.267 1.744 0.588
C8 2.200 -0.389 -0.130
N1 0.080 1.726 -0.056
N2 2.011 0.602 0.768
N3 1.958 -0.189 -1.433
N4 2.776 -1.536 0.271
H1 -3.689 -1.945 0.116
H2 -4.232 0.403 -0.411
H3 -1.372 -2.561 0.746
H4 -2.474 2.128 -0.412
H5 1.591 2.638 1.092
H6 -0.321 2.638 -0.242
H7 2.519 0.519 1.643
H8 1.546 0.674 -1.745
H9 2.016 -0.950 -2.087
H10 2.839 -1.750 1.252
H11 2.778 -2.321 -0.357

Calculated values
F_max = 0.80 eV/Å
Molar mass = 163.20 g mol⁻¹
Total charge = +1
HOMO level (alpha / beta) = -12.16 / -10.29 eV
DFT total energy = -530.14234 Ha
LUMO level (alpha / beta) = -3.54 / -4.09 eV

So, what does the Löwdin scheme give us? The charges, in e, come out as: number 1, C, carries -0.07; number 2, C, carries -0.07; number 3, C, carries -0.09; number 4, C, carries -0.02; number 5, C, carries 0.07; number 6, C, carries -0.27; number 7, C, carries -0.12; number 8, C, carries -0.42; number 9, N, carries 0.05; number 10, N, carries 0.11; number 11, N, carries 0.22; number 12, N, carries 0.20; number 13, H, carries 0.11; number 14, H, carries 0.11; number 15, H, carries 0.10; number 16, H, carries 0.12; number 17, H, carries 0.13; number 18, H, carries 0.15; number 19, H, carries 0.17; number 20, H, carries 0.12; number 21, H, carries 0.14; number 22, H, carries 0.13; number 23, H, carries 0.13

# 3
C8H11N4OPPtS | the ωB97M-V functional and the def2-TZVPD basis

CARTESIAN COORDINATES (ANGSTROEM)
N1 3.395 -0.957 0.437
C1 3.126 0.292 -0.311
C2 2.067 -0.006 -1.465
C3 0.737 0.129 -0.847
C4 -0.063 -1.012 -0.531
C5 -1.267 -0.891 0.079
P1 -2.424 -2.175 0.560
O1 -2.671 -2.194 2.009
C6 -1.755 0.410 0.412
N2 -2.984 0.523 1.057
C7 -0.987 1.588 0.093
N3 -1.367 2.822 0.379
S1 -0.126 3.729 -0.148
N4 0.884 2.631 -0.758
C8 0.277 1.463 -0.538
H1 2.770 -0.934 1.241
H2 4.310 -0.811 0.862
H3 4.032 0.762 -0.699
H4 2.701 1.002 0.414
H5 2.224 -1.010 -1.867
H6 2.222 0.728 -2.267
H7 0.335 -1.994 -0.780
H8 -2.012 -3.460 0.147
H9 -3.614 -1.704 -0.137
H10 -3.205 -0.351 1.577
H11 -2.925 1.236 1.799
Pt1 -3.679 0.184 -0.720

Calculated values
F_max = 3.45 eV/Å
Molar mass = 437.32 g mol⁻¹
Total charge = +2
HOMO level = -15.88 eV
DFT total energy = -1463.77522 Ha
LUMO level = -10.98 eV

So, what does the Löwdin scheme give us? The charges, in e, come out as: number 1, N, carries 0.02; number 2, C, carries -0.20; number 3, C, carries -0.08; number 4, C, carries -0.05; number 5, C, carries 0.04; number 6, C, carries -0.27; number 7, P, carries 0.76; number 8, O, carries -0.34; number 9, C, carries -0.31; number 10, N, carries 0.01; number 11, C, carries -0.33; number 12, N, carries -0.15; number 13, S, carries 1.21; number 14, N, carries -0.13; number 15, C, carries -0.30; number 16, H, carries 0.07; number 17, H, carries 0.09; number 18, H, carries 0.13; number 19, H, carries 0.10; number 20, H, carries 0.13; number 21, H, carries 0.15; number 22, H, carries 0.15; number 23, H, carries 0.08; number 24, H, carries 0.00; number 25, H, carries 0.09; number 26, H, carries 0.19; number 27, Pt, carries 0.94

# 4
C8H11N4S | the ωB97M-V functional and the def2-TZVPD basis

CARTESIAN COORDINATES (ANGSTROEM)
C1 1.470 0.852 -1.639
C2 -0.677 1.458 -0.852
C3 1.545 2.083 -2.267
C4 -0.508 2.578 -1.610
C5 0.385 0.524 -0.818
C6 -0.324 -2.170 1.518
C7 0.411 -0.561 0.087
C8 -1.719 -1.676 -0.439
N1 0.587 2.919 -2.263
N2 0.427 -1.463 2.410
N3 -0.608 -1.431 0.327
N4 0.626 -0.114 2.160
S1 -0.666 -3.819 1.679
H1 2.305 0.129 -1.731
H2 -1.560 1.089 -0.271
H3 2.306 2.283 -2.992
H4 -1.247 3.297 -1.566
H5 1.386 -0.992 0.194
H6 -1.847 -2.678 -0.714
H7 -2.712 -1.476 -0.022
H8 -1.603 -1.071 -1.318
H9 0.579 -1.768 3.359
H10 1.529 0.096 1.857
H11 0.151 0.341 2.993

Calculated values
F_max = 5.06 eV/Å
SMILES = C/[N+](=C\c1ccncc1)C(=S)NN
Molar mass = 195.27 g mol⁻¹
Total charge = +1
HOMO level = -12.60 eV
DFT total energy = -928.28679 Ha
LUMO level = -5.61 eV

So, what does the Löwdin scheme give us? The charges, in e, come out as: number 1, C, carries 0.03; number 2, C, carries 0.02; number 3, C, carries -0.13; number 4, C, carries -0.10; number 5, C, carries -0.20; number 6, C, carries -0.74; number 7, C, carries -0.01; number 8, C, carries -0.06; number 9, N, carries 0.12; number 10, N, carries -0.04; number 11, N, carries -0.10; number 12, N, carries 0.08; number 13, S, carries 0.72; number 14, H, carries 0.14; number 15, H, carries 0.14; number 16, H, carries 0.12; number 17, H, carries 0.10; number 18, H, carries 0.16; number 19, H, carries 0.07; number 20, H, carries 0.13; number 21, H, carries 0.10; number 22, H, carries 0.16; number 23, H, carries 0.10; number 24, H, carries 0.18

# 5
C8H11N5O4S | the ωB97M-V functional and the def2-TZVPD basis

CARTESIAN COORDINATES (ANGSTROEM)
O1 -2.232 2.897 -2.297
O2 3.247 0.016 3.264
O3 2.894 1.680 1.493
N1 -3.736 -1.103 -0.752
N2 -1.826 -2.248 0.073
O4 4.775 0.082 1.310
C1 -2.260 1.925 -1.570
C2 -3.125 -2.182 -0.232
C3 -2.940 -0.069 -0.896
C4 -1.099 -1.184 -0.104
C5 -1.599 0.011 -0.632
N3 -3.378 1.153 -1.371
N4 -1.160 1.286 -1.030
N5 0.174 -1.468 0.292
C6 0.213 1.674 -1.330
C7 0.880 -0.621 1.254
C8 2.291 -0.899 0.944
S1 3.294 0.320 1.832
H1 4.987 1.021 1.215
H2 -3.737 -3.076 -0.061
H3 -4.063 1.157 -2.085
H4 0.215 -2.491 0.438
H5 0.629 2.424 -0.649
H6 0.233 2.082 -2.351
H7 0.846 0.781 -1.315
H8 0.652 -0.964 2.299
H9 0.691 0.453 1.167
H10 2.499 -0.758 -0.111
H11 2.637 -1.900 1.202

Calculated values
F_max = 3.63 eV/Å
SMILES = Cn1c(=O)[nH]c2ncnc(NCCS(=O)(=O)O)c21
Molar mass = 273.27 g mol⁻¹
HOMO level = -8.67 eV
DFT total energy = -1284.39900 Ha
LUMO level = 0.32 eV

So, what does the Löwdin scheme give us? The charges, in e, come out as: number 1, O, carries 0.08; number 2, O, carries -0.29; number 3, O, carries -0.30; number 4, N, carries 0.14; number 5, N, carries 0.12; number 6, O, carries -0.14; number 7, C, carries -0.49; number 8, C, carries -0.17; number 9, C, carries -0.28; number 10, C, carries -0.30; number 11, C, carries -0.06; number 12, N, carries 0.21; number 13, N, carries 0.01; number 14, N, carries 0.02; number 15, C, carries 0.00; number 16, C, carries -0.23; number 17, C, carries -0.23; number 18, S, carries 0.63; number 19, H, carries 0.09; number 20, H, carries 0.11; number 21, H, carries 0.15; number 22, H, carries 0.15; number 23, H, carries 0.10; number 24, H, carries 0.10; number 25, H, carries 0.09; number 26, H, carries 0.15; number 27, H, carries 0.12; number 28, H, carries 0.11; number 29, H, carries 0.12

# 6
C8H11NO | the ωB97M-V functional and the def2-TZVPD basis

CARTESIAN COORDINATES (ANGSTROEM)
C1 -3.054 -1.561 -0.148
C2 -3.879 -0.471 -0.269
C3 -1.810 0.298 0.110
C4 -0.756 1.110 0.151
C5 1.739 -0.320 -0.237
C6 -0.534 2.582 0.152
C7 2.394 0.549 -0.877
C8 1.799 -1.702 0.448
N1 -1.816 -1.110 0.223
O1 -3.131 0.685 -0.080
H1 -3.290 -2.564 -0.270
H2 -4.940 -0.510 -0.284
H3 -1.592 2.952 0.202
H4 0.207 2.738 0.985
H5 0.177 2.786 -0.727
H6 3.303 0.264 -1.429
H7 2.145 1.598 -0.952
H8 -1.010 -1.730 0.180
H9 2.845 -2.064 0.627
H10 1.386 -1.574 1.607
H11 1.151 -2.416 -0.127

Calculated values
F_max = 5.08 eV/Å
Molar mass = 137.18 g mol⁻¹
HOMO level = -6.62 eV
DFT total energy = -441.13138 Ha
LUMO level = -0.45 eV

So, what does the Löwdin scheme give us? The charges, in e, come out as: number 1, C, carries -0.10; number 2, C, carries -0.09; number 3, C, carries -0.34; number 4, C, carries -0.02; number 5, C, carries -0.11; number 6, C, carries -0.13; number 7, C, carries -0.07; number 8, C, carries -0.13; number 9, N, carries 0.07; number 10, O, carries 0.01; number 11, H, carries 0.09; number 12, H, carries 0.10; number 13, H, carries 0.10; number 14, H, carries 0.08; number 15, H, carries 0.07; number 16, H, carries 0.07; number 17, H, carries 0.04; number 18, H, carries 0.12; number 19, H, carries 0.07; number 20, H, carries 0.13; number 21, H, carries 0.06

# 7
C8H11NO | the ωB97M-V functional and the def2-TZVPD basis

CARTESIAN COORDINATES (ANGSTROEM)
C1 -3.432 -3.273 1.844
C2 -3.583 -1.914 1.533
C3 -2.457 -1.244 1.048
C4 -1.207 -1.755 0.757
C5 -1.217 -3.194 0.665
C6 -2.275 -3.913 1.185
C7 3.781 3.104 -1.839
C8 2.290 3.094 -1.863
H1 -4.200 -3.977 2.286
H2 -4.447 -1.266 1.691
H3 -2.650 -0.109 0.864
H4 -0.401 -1.068 0.600
H5 -0.506 -3.740 0.122
H6 -2.561 -4.954 1.158
H7 5.145 4.330 -0.440
H8 3.496 4.703 -0.524
H9 1.878 3.272 -2.907
H10 1.713 3.769 -1.297
H11 1.955 1.987 -1.671
N1 4.233 3.786 -0.734
O1 4.443 2.361 -2.478

Calculated values
F_max = 7.92 eV/Å
SMILES = c1ccccc1.CC(N)=O
Molar mass = 137.18 g mol⁻¹
HOMO level = -9.16 eV
DFT total energy = -441.34701 Ha
LUMO level = 0.62 eV

So, what does the Löwdin scheme give us? The charges, in e, come out as: number 1, C, carries -0.07; number 2, C, carries -0.12; number 3, C, carries -0.15; number 4, C, carries -0.07; number 5, C, carries -0.09; number 6, C, carries -0.10; number 7, C, carries -0.68; number 8, C, carries -0.05; number 9, H, carries 0.11; number 10, H, carries 0.10; number 11, H, carries 0.13; number 12, H, carries 0.09; number 13, H, carries 0.08; number 14, H, carries 0.09; number 15, H, carries 0.14; number 16, H, carries 0.17; number 17, H, carries 0.10; number 18, H, carries 0.04; number 19, H, carries 0.13; number 20, N, carries 0.07; number 21, O, carries 0.08

# 8
C8H11NO2 | the ωB97M-V functional and the def2-TZVPD basis

CARTESIAN COORDINATES (ANGSTROEM)
C1 1.270 2.508 -1.811
C2 1.508 0.991 -1.663
C3 -0.635 0.008 -1.375
C4 -1.696 -0.731 -0.859
C5 -1.544 -1.157 0.441
C6 -0.247 -0.718 1.020
C7 0.794 -0.038 0.438
C8 1.898 0.450 1.162
H1 1.998 2.994 -2.549
H2 0.291 2.879 -2.035
H3 1.469 3.037 -0.838
H4 2.526 0.703 -1.420
H5 1.381 0.750 -2.667
H6 -0.930 0.408 -2.377
H7 -2.571 -0.911 -1.466
H8 -1.277 -1.375 2.333
H9 1.683 1.253 1.788
H10 2.282 -0.352 1.826
H11 2.818 0.825 0.633
N1 0.585 0.284 -0.870
O1 -2.396 -1.573 1.263
O2 -0.335 -0.938 2.330

Calculated values
F_max = 4.58 eV/Å
SMILES = CCn1ccc(=O)c(O)c1C
Molar mass = 153.18 g mol⁻¹
HOMO level = -7.89 eV
DFT total energy = -516.62630 Ha
LUMO level = 0.59 eV

So, what does the Löwdin scheme give us? The charges, in e, come out as: number 1, C, carries -0.07; number 2, C, carries -0.21; number 3, C, carries -0.05; number 4, C, carries 0.02; number 5, C, carries -0.38; number 6, C, carries -0.20; number 7, C, carries -0.22; number 8, C, carries -0.02; number 9, H, carries 0.10; number 10, H, carries 0.06; number 11, H, carries 0.08; number 12, H, carries 0.12; number 13, H, carries 0.09; number 14, H, carries 0.15; number 15, H, carries 0.12; number 16, H, carries 0.10; number 17, H, carries 0.08; number 18, H, carries 0.11; number 19, H, carries 0.10; number 20, N, carries -0.05; number 21, O, carries 0.02; number 22, O, carries 0.05

Question: The highest molar mass belongs to which entry?
Answer: C8H11N4OPPtS

Question: The lowest DFT total energy belongs to which entry?
Answer: C8H11N4OPPtS

Question: The highest DFT total energy belongs to which entry?
Answer: number 6

Question: The lowest DFT total energy belongs to which entry?
Answer: C8H11N4OPPtS